{"formula": "C23H33ClN4PPtS3", "method": "ωB97M-V with the def2-TZVPD basis set", "de_lowest_ev": 0.0000, "e_tot_ha": -3230.8139, "charge": -1, "gap_ev": 6.34, "lumo_energy_ev": 2.36, "elements": ["Pt", "Cl", "S", "S", "S", "P", "N", "N", "N", "N", "C", "C", "C", "C", "C", "C", "C", "C", "C", "C", "C", "C", "C", "C", "C", "C", "C", "C", "C", "C", "C", "C", "C", "H", "H", "H", "H", "H", "H", "H", "H", "H", "H", "H", "H", "H", "H", "H", "H", "H", "H", "H", "H", "H", "H", "H", "H", "H", "H", "H", "H", "H", "H", "H", "H", "H"], "xyz": [[0.202315, -0.536798, -0.129580], [0.944715, 0.641720, -3.305896], [-1.245957, 2.336460, -0.338477], [-0.247584, -0.460353, 2.193685], [-1.750977, -1.852637, -0.395145], [2.418574, -0.499041, 0.319320], [-0.911667, 3.616007, -2.698555], [0.696719, 3.944954, -1.242421], [-4.281615, -3.657463, 1.564848], [-2.421622, -2.022897, 4.716496], [2.068184, 1.512625, 2.139910], [-2.240122, -2.114990, 1.252622], [3.551981, -0.170810, 2.965183], [4.040243, -0.278629, -2.021382], [3.087667, 1.777567, 4.300231], [-2.071899, -1.814555, 3.638658], [0.012831, -0.520531, -2.208044], [5.091353, 0.581489, 0.053097], [-1.607932, -1.547358, 2.315015], [2.197682, -2.989113, 1.619097], [3.192769, 1.810491, -0.943928], [1.046622, 4.820025, -2.342244], [-3.364103, -2.972334, 1.440488], [2.255571, 2.251874, 3.297677], [-1.943079, 2.882622, -3.388251], [2.922370, -2.321544, 0.441921], [2.723388, 0.294878, 1.947183], [2.431929, -3.033294, -0.831366], [3.726570, 0.557655, 4.132638], [3.752771, 0.405368, -0.681342], [0.149360, 4.262935, -3.451309], [4.427117, -2.596392, 0.575969], [-0.498334, 3.317455, -1.435612], [2.104214, 4.743536, -2.594707], [2.557034, -2.653475, 2.591892], [4.063019, -1.116016, 2.871654], [5.675073, -0.336759, 0.090279], [0.677524, 3.526372, -4.068211], [1.354471, 1.849377, 1.394161], [4.565741, -1.225061, -1.900375], [4.360679, 0.163445, 4.917134], [-2.492718, 3.558649, -4.046014], [3.217671, 2.341516, 5.215325], [4.901165, -2.077557, 1.405905], [3.853411, 2.321117, -1.652255], [-1.004038, -0.188759, -2.409237], [2.768236, -4.074345, -0.785495], [-1.514534, 2.065445, -3.976897], [2.827933, -2.595281, -1.746790], [1.037413, 4.047037, -0.303863], [0.807788, 5.867200, -2.124286], [2.187344, 1.783951, -1.356350], [1.124661, -2.819428, 1.580056], [-2.620829, 2.465072, -2.647153], [3.139531, -0.448458, -2.604026], [4.978621, -2.348433, -0.329156], [5.681618, 1.317242, -0.503161], [4.692343, 0.379393, -2.605099], [1.717999, 3.182806, 3.428424], [3.176967, 2.399675, -0.024508], [-0.250260, 5.043926, -4.100326], [4.555996, -3.669858, 0.744713], [4.970832, 0.959341, 1.067182], [0.164684, -1.484497, -2.690837], [1.343889, -3.025507, -0.883230], [2.379708, -4.066070, 1.547029]], "atomic_forces_ev_per_a": [[-0.38, -0.67, -0.15], [0.00, 0.03, -0.01], [-0.10, 0.17, 0.19], [-0.09, -0.23, -0.14], [0.09, 0.36, 0.10], [0.28, 0.02, -0.01], [0.01, 0.07, 0.03], [-0.13, -0.01, 0.00], [0.03, -0.03, -0.02], [0.01, 0.02, -0.02], [-0.03, 0.01, 0.04], [0.33, 0.23, 0.05], [-0.01, 0.01, -0.01], [-0.01, 0.03, -0.04], [-0.01, -0.02, -0.02], [-0.05, -0.05, 0.23], [0.17, 0.15, -0.06], [0.02, 0.01, -0.05], [-0.09, -0.04, -0.23], [0.06, -0.01, 0.03], [0.00, -0.02, 0.06], [0.02, 0.00, -0.01], [-0.23, -0.06, 0.09], [0.00, 0.00, 0.00], [0.00, -0.03, 0.02], [0.07, 0.04, -0.03], [-0.02, 0.05, 0.06], [-0.01, -0.02, 0.02], [0.01, 0.02, 0.02], [0.09, 0.00, 0.03], [-0.01, -0.01, -0.03], [0.02, -0.04, 0.00], [0.10, -0.05, -0.17], [0.00, 0.02, 0.01], [-0.03, 0.04, -0.02], [0.01, -0.02, -0.01], [-0.03, -0.01, 0.04], [0.01, 0.00, 0.03], [0.01, 0.02, 0.01], [-0.01, 0.02, 0.02], [0.00, 0.00, 0.00], [0.00, -0.01, -0.01], [0.01, 0.00, 0.00], [-0.01, 0.01, 0.02], [-0.01, 0.01, -0.03], [-0.03, -0.12, 0.05], [0.00, 0.00, 0.00], [0.00, 0.00, 0.00], [-0.03, 0.02, 0.00], [0.04, 0.01, 0.00], [-0.01, -0.01, 0.00], [0.03, -0.01, 0.00], [-0.04, 0.02, -0.02], [0.00, 0.00, -0.01], [-0.05, 0.01, -0.01], [-0.02, 0.00, 0.00], [0.02, -0.02, -0.02], [-0.02, 0.00, -0.02], [0.00, 0.00, 0.00], [0.01, -0.01, 0.00], [0.01, -0.01, 0.00], [0.00, 0.00, 0.01], [-0.01, 0.03, -0.02], [0.05, 0.00, 0.03], [-0.02, 0.04, -0.02], [0.00, 0.00, 0.03]]}